Computed, not measured: a single C5H10O molecule, with ωB97M-V/def2-TZVPD.

As for the relative energy (zero: lowest compared OMol25 entry of this formula, charge and spin): 31.4 kcal/mol. The highest occupied orbital energy is -10.220 eV. The calculation puts the gap between HOMO and LUMO at 11.35 eV. Its structure (SMILES) is CCC[C@H]1CO1. The calculated total energy comes out at -271.70258 Ha.

The geometry in XYZ format:
```
16
Properties=species:S:1:pos:R:3:forces:R:3
C 0.9893 0.9055 1.4614 0.044 -0.044 0.048
C 0.1913 1.2826 0.2141 0.015 0.075 -0.021
C -0.9756 0.3130 -0.0600 -0.054 -0.050 -0.001
C -0.6513 -0.6487 -1.1771 0.092 0.265 -0.014
C 0.0849 -1.8929 -0.9484 0.301 -0.081 0.074
O -1.3159 -1.9017 -1.1872 -0.216 -0.109 -0.034
H 1.3444 -0.1302 1.4060 -0.039 0.145 -0.007
H 0.3660 0.9943 2.3589 0.094 -0.028 -0.127
H 1.8632 1.5522 1.5930 -0.128 -0.084 -0.019
H 0.8632 1.2986 -0.6549 -0.113 0.013 0.099
H -0.1825 2.3067 0.3234 0.029 -0.146 -0.007
H -1.8882 0.8610 -0.3228 0.128 -0.072 0.006
H -1.2105 -0.2709 0.8391 0.043 0.083 -0.112
H -0.5625 -0.1924 -2.1669 0.004 -0.079 0.147
H 0.6983 -2.3164 -1.7437 -0.118 0.056 0.114
H 0.3860 -2.1608 0.0652 -0.083 0.057 -0.147
```
Positions in Å, forces in eV/Å.

natural (NBO) atomic charge list, values in e, 2 entries: -0.602, -0.397



Computed, not measured: 9 unconnected molecules or ions with the total composition C38H56F18O21 in a non-equilibrium geometry, with ωB97M-V/def2-TZVPD.

The highest occupied orbital energy is -9.395 eV. The calculation puts the gap between HOMO and LUMO at 9.32 eV. Its structure (SMILES) is CCOC(=O)C(F)(F)F.CCOC(=O)C(F)(F)F.CCOC(=O)C(F)(F)F.CCOC(=O)C(F)(F)F.CCOC(=O)C(F)(F)F.CCOC(=O)C(F)(F)F.C[C@H]1COC(=O)O1.C[C@H]1COC(=O)O1.COCCOCCOC. The calculated total energy comes out at -4859.10366 Ha.

The geometry in XYZ format:
```
133
Properties=species:S:1:pos:R:3:forces:R:3
C -5.2473 -1.9046 -0.9211 -0.597 0.001 -0.017
O -6.2549 -2.8808 -0.7424 0.633 -1.339 -0.119
C -7.4452 -2.5557 -0.0732 -0.244 0.674 0.045
C -8.4121 -1.8117 -0.9630 0.550 0.995 -1.359
O -8.9018 -2.4205 -2.1483 -0.513 -1.526 -0.237
C -8.0615 -3.2727 -2.9453 -0.940 -0.585 -0.073
C -8.8028 -3.8967 -4.1494 -0.866 1.049 -0.378
O -9.9696 -4.6166 -3.7636 -0.285 -0.440 0.326
C -10.6674 -5.4136 -4.7382 1.389 0.188 -0.182
H -5.6364 -1.1153 -1.5643 0.200 0.444 0.212
H -4.3906 -2.3385 -1.4367 -0.236 -0.371 -0.045
H -4.8715 -1.5480 0.0379 -0.159 0.377 0.132
H -7.2347 -1.9052 0.7757 0.061 0.288 0.239
H -7.9083 -3.4396 0.3654 0.272 -0.384 -0.352
H -7.9210 -0.9206 -1.3540 0.639 0.381 0.301
H -9.2514 -1.3692 -0.4266 -0.282 -0.635 0.157
H -7.7128 -4.1844 -2.4602 0.215 0.367 0.904
H -7.2064 -2.7073 -3.3156 0.168 -0.047 -0.129
H -8.0638 -4.4913 -4.6864 0.104 -0.542 0.115
H -9.0876 -3.1267 -4.8663 -0.206 0.341 -0.088
H -11.4363 -6.0403 -4.2864 0.084 0.460 0.449
H -9.9643 -6.1009 -5.2089 0.222 -0.208 -0.064
H -11.1000 -4.8508 -5.5654 -0.144 0.475 0.166
C -5.0499 -6.9018 0.9039 0.594 -0.140 0.294
C -3.7053 -6.4022 0.3299 -1.990 -0.050 1.596
O -4.0229 -6.2979 -1.0385 1.321 0.932 -2.369
C -3.0779 -5.7023 -1.8117 1.366 -0.225 2.979
O -2.0331 -5.2756 -1.3293 -1.984 -0.434 -1.652
C -3.3876 -5.7513 -3.3191 0.053 0.187 1.345
F -2.3404 -6.3101 -3.8921 0.261 -0.178 -0.767
F -4.4685 -6.5108 -3.5464 0.271 0.856 -0.466
F -3.5119 -4.4856 -3.7651 -0.472 -0.775 -0.251
H -5.1219 -6.5938 1.9470 0.048 -0.518 0.165
H -5.1203 -7.9798 0.7588 -0.204 0.019 0.333
H -5.9076 -6.4389 0.4159 0.270 0.125 -0.256
H -2.8719 -7.0735 0.5368 -0.015 0.017 -0.303
H -3.5281 -5.4502 0.8304 0.434 0.269 -0.648
C 1.3477 4.3427 3.3126 -1.367 -0.915 -0.249
C 1.1346 5.5958 2.5426 0.463 2.351 -0.466
O 0.0288 5.5574 1.6083 -1.587 0.590 -1.851
C -0.3377 6.6746 0.8531 2.161 1.617 1.526
O 0.1653 7.7993 0.9533 -1.472 -3.325 -0.217
C -1.4766 6.4196 -0.2326 0.776 -0.974 -0.028
F -1.0665 6.9613 -1.4116 -0.450 -0.746 1.210
F -1.6895 5.0829 -0.3757 0.267 1.113 -0.229
F -2.6469 6.9637 0.0959 0.441 0.135 0.119
H 2.1836 4.3901 4.0105 0.064 0.201 -0.330
H 1.4454 3.5170 2.6077 0.363 -0.154 0.142
H 0.4481 4.1263 3.8888 0.001 -0.066 0.190
H 2.0235 5.8381 1.9603 0.057 0.129 -0.017
H 0.9161 6.4474 3.1869 0.271 0.016 0.191
C -5.0063 3.5683 1.8413 1.146 -0.343 1.839
C -6.0024 3.3017 0.7645 1.129 0.461 0.114
O -6.6098 4.5776 0.6412 -1.378 1.416 -0.497
C -7.0903 4.9834 -0.5368 0.138 -1.628 0.066
O -7.0006 4.3943 -1.5747 0.101 0.136 0.049
C -7.9127 6.2592 -0.4235 -0.161 -0.902 -1.634
F -9.2189 5.9411 -0.3818 -0.020 -0.004 -0.314
F -7.6425 6.9447 0.6159 0.589 1.548 2.305
F -7.6535 6.9989 -1.5044 -0.401 0.181 -0.227
H -5.5014 3.7803 2.7890 -0.301 0.246 -0.061
H -4.3265 4.4027 1.6692 -0.256 0.094 -0.488
H -4.3468 2.7488 2.1272 -0.110 -0.454 -0.525
H -6.7504 2.5961 1.1261 0.026 -0.205 -0.605
H -5.4876 3.0809 -0.1706 -0.472 -0.543 -0.034
C 3.7845 -7.5578 6.4019 0.438 0.185 0.351
C 3.4050 -6.8530 7.7185 0.765 -0.778 -0.928
O 2.3518 -5.8769 7.4843 -0.274 1.166 0.392
C 2.6466 -4.5920 7.1997 4.526 -0.631 -0.933
O 3.8090 -4.1587 7.0015 -3.922 -1.287 0.797
C 1.4317 -3.6626 6.9905 1.233 -0.302 0.261
F 0.3527 -4.1390 7.6086 -0.078 0.413 -0.890
F 1.7708 -2.4895 7.5806 -0.768 -0.502 -1.075
F 1.2676 -3.5301 5.6262 -0.397 0.233 2.039
H 3.1575 -8.4014 6.1134 -0.463 0.490 -0.078
H 4.7701 -8.0122 6.5028 0.169 0.107 0.250
H 3.9010 -6.8023 5.6248 -0.278 -0.204 -0.196
H 4.3212 -6.4419 8.1425 -0.360 0.703 -0.057
H 3.0601 -7.6000 8.4335 -0.578 0.412 0.007
C 8.5326 11.3716 -1.7060 0.376 0.269 -0.515
C 7.7339 10.5862 -2.7530 -0.464 2.129 0.788
O 7.3321 9.4280 -2.0861 -0.155 -2.240 0.412
C 6.1393 8.8572 -2.2542 0.680 0.174 0.086
O 5.2192 9.2901 -2.8801 0.160 -0.308 0.139
C 6.0579 7.4754 -1.4640 -0.951 2.545 -1.373
F 5.0968 7.6406 -0.5743 -0.612 -0.195 1.055
F 5.6554 6.5841 -2.3381 -0.128 -1.276 -0.671
F 7.1445 7.0808 -0.8755 1.098 -0.347 0.486
H 8.6707 12.3938 -2.0583 0.333 -0.034 -0.154
H 9.4959 10.9010 -1.5093 0.047 0.107 -0.076
H 8.0317 11.4864 -0.7447 -0.369 -0.368 -0.176
H 8.2746 10.3893 -3.6787 0.134 -0.326 0.209
H 6.8585 11.1858 -3.0025 -0.150 -0.145 -0.208
C -0.0174 -1.0741 0.6663 0.376 0.619 -0.410
C 0.6359 -1.1388 -0.7045 -1.534 -0.286 -0.425
O 1.5479 -0.0450 -0.9514 0.196 1.702 -0.208
C 1.0932 1.1520 -1.4505 -4.014 -1.597 -2.010
O -0.0543 1.4132 -1.8679 3.280 -1.162 2.075
C 2.1638 2.1564 -1.8617 -0.701 0.259 -0.113
F 1.8140 3.3915 -1.4921 0.377 -0.186 0.592
F 3.3323 1.8118 -1.3340 0.485 0.494 -0.506
F 2.1784 2.2144 -3.2130 0.806 -0.600 0.610
H -0.4805 -2.0369 0.8823 0.036 0.102 0.106
H -0.7557 -0.2737 0.7151 -0.054 -0.063 0.040
H 0.7794 -0.8494 1.3752 -0.148 -0.217 0.300
H -0.0966 -1.1583 -1.5114 -0.209 0.352 0.061
H 1.0901 -2.1260 -0.7901 1.111 0.540 -0.085
C 6.7644 -4.0446 1.2813 0.279 0.656 0.798
C 5.6098 -4.3093 2.2561 2.036 0.258 -1.322
C 4.5574 -3.2340 2.1451 -0.359 -1.183 0.845
O 3.4087 -4.0655 1.8824 -1.647 0.946 -0.332
C 3.6942 -5.3759 1.7427 -1.458 -1.878 -1.253
O 2.9368 -6.3055 1.4793 1.210 2.761 0.868
O 4.9983 -5.5330 1.8272 1.060 -0.040 0.994
H 7.5343 -4.8129 1.3528 -0.146 -0.004 -0.277
H 7.2221 -3.0944 1.5565 0.272 0.047 0.377
H 6.4535 -3.8273 0.2595 -0.340 -0.690 -0.052
H 5.9789 -4.3628 3.2803 -0.024 -0.534 -0.033
H 4.8290 -2.4797 1.4066 -0.707 -0.285 -0.509
H 4.4073 -2.7253 3.0973 -0.197 -0.032 -0.056
C 7.1303 1.1065 -4.7745 -0.545 0.263 0.916
C 7.9791 1.5240 -3.5739 -0.324 -0.125 -2.531
C 7.8737 0.6573 -2.3798 -0.877 0.744 2.295
O 9.1977 0.2354 -2.0229 -0.686 0.287 -0.785
C 10.0262 0.7363 -2.9512 3.523 -1.371 -1.197
O 11.2387 0.4829 -2.9568 -3.789 1.364 -0.171
O 9.3243 1.3916 -3.9518 2.397 -0.286 1.227
H 7.3632 0.1178 -5.1698 0.306 0.133 0.035
H 7.1593 1.8847 -5.5372 0.025 -0.253 -0.084
H 6.1233 1.0520 -4.3607 -0.376 0.057 -0.363
H 7.7513 2.5721 -3.3797 0.161 0.045 0.277
H 7.1277 -0.1339 -2.4543 0.515 -0.371 -0.056
H 7.5753 1.3446 -1.5881 -0.360 -0.475 0.441
```
Positions in Å, forces in eV/Å.

Löwdin atomic charge list, values in e, 2 entries: -0.085, -0.216



Computed, not measured: a molecular structure, C12H11NO4PtS3 in a non-equilibrium geometry, with ωB97M-V/def2-TZVPD.

As for the relative energy (zero: lowest compared OMol25 entry of this formula, charge and spin): 60.8 kcal/mol. Its charge is -2. The highest occupied orbital energy (alpha / beta) is 1.535 / -0.968 eV. The calculation puts the gap between HOMO and LUMO (alpha / beta) at 3.00 / 5.50 eV. The multiplicity is 3. The calculated total energy comes out at -2133.45585 Ha.

The geometry in XYZ format:
```
32
Properties=species:S:1:pos:R:3:forces:R:3
Pt 1.7421 2.0118 -0.1729 0.251 0.867 0.842
S 2.4557 3.3725 1.4867 1.809 1.828 0.874
C 2.0334 2.7083 3.0167 -1.114 -0.103 -0.719
C 2.3884 3.2454 4.2879 -0.170 -0.071 -1.696
C 1.7103 2.8146 5.3855 -1.234 -0.128 1.057
C 0.6923 1.8394 5.3216 0.831 -0.255 -0.754
C 0.4671 1.2233 4.0623 -2.028 -0.077 2.663
C 1.0148 1.6929 2.8967 1.489 -0.075 0.248
S 0.5680 0.9959 1.3618 -1.574 -1.072 1.487
H 3.0553 4.1083 4.3907 -0.066 -0.457 -0.358
H 1.8462 3.4044 6.2790 0.121 -0.195 0.517
H 0.1224 1.5521 6.2258 0.412 0.097 -0.687
H -0.3641 0.4837 4.0906 0.760 0.358 -0.544
O 3.4247 1.9075 -3.5679 -0.194 -1.050 -2.944
S 2.1571 2.1066 -2.9357 1.624 1.670 7.473
O 0.8983 2.5594 -3.5438 1.539 -1.445 -0.270
O 2.0153 0.8172 -1.7514 -0.554 0.991 -4.755
O 2.6268 3.1641 -1.7810 -2.084 -1.022 -2.464
N -1.1157 -1.6564 -0.7981 -1.067 -0.313 1.357
C -1.6480 -2.3463 -1.8268 0.034 -0.389 -1.518
C -2.8461 -3.0603 -1.6234 0.738 -0.716 0.005
C -3.4035 -3.8465 -2.5938 1.167 -0.472 -2.077
C -2.7985 -3.9311 -3.9158 -0.859 0.009 1.324
C -1.6380 -3.1889 -4.1198 -0.560 0.374 1.290
C -1.0414 -2.4316 -3.0914 -0.734 0.068 -0.514
H -0.5310 -0.8757 -0.9364 1.040 0.853 -0.440
H -1.8209 -1.4666 -0.0992 0.443 0.140 0.245
H -3.1633 -3.2436 -0.6130 -0.402 0.503 0.418
H -4.2179 -4.4798 -2.2825 -0.334 -0.117 -0.330
H -3.2234 -4.5624 -4.7239 0.233 0.560 0.724
H -1.2247 -3.1050 -5.0950 0.459 -0.211 -0.687
H -0.1814 -1.8131 -3.3336 0.025 -0.150 0.234
```
Positions in Å, forces in eV/Å.

natural (NBO) atomic charge list, values in e, 2 entries: 0.750, -0.208